Entry 1:
# C2H4S2

A single C2H4S2 molecule at a distorted geometry (the ωB97M-V functional and the def2-TZVPD basis, the OMol25 dataset).

**Energy**: -874.9403 a.u.
**Structure (SMILES)**: CC(=S)S
**Orbital gap**: 8.415 eV
**HOMO level**: -8.8 eV
**Lowest unoccupied orbital energy**: -0.342 eV
**Largest force on an atom**: 3.3 eV/A
**ΔE to the lowest compared entry with this formula, charge and spin**: 12.44 kcal per mole

Geometry as ORCA input:
```
! wB97M-V def2-TZVPD RIJCOSX def2/J DEFGRID3
* xyz 0 1
S 2.0303 0.0026 -0.5222
S 0.3823 2.3574 0.1792
C -0.6091 -0.2139 0.1444
C 0.4955 0.7613 -0.1125
H -0.1172 -1.2369 0.3256
H -1.1950 0.2041 1.1374
H 2.7065 1.1474 -0.2475
H -1.4076 -0.4032 -0.6703
*
```

***

Entry 2:
# C2H4S3

C2H4S3 as an isolated structure at a distorted geometry (the ωB97M-V functional and the def2-TZVPD basis, the OMol25 dataset).

**Energy**: -1273.0528 a.u.
**Orbital gap (alpha / beta)**: 6.984 / 6.983 eV
**HOMO level (alpha / beta)**: -8.2 / -8.2 eV
**Lowest unoccupied orbital energy (alpha / beta)**: -1.252 / -1.252 eV
**Largest force on an atom**: 4.7 eV/A
**ΔE to the lowest compared entry with this formula, charge and spin**: 62.16 kcal per mole

Geometry as ORCA input:
```
! wB97M-V def2-TZVPD RIJCOSX def2/J DEFGRID3
* xyz 0 1
S 1.0329 -0.8602 -0.2022
S -1.6827 -0.1610 1.7598
S 2.3158 -2.6246 0.3834
C -0.9649 0.1017 0.3804
C -0.9977 1.0886 -0.6027
H -2.0012 1.6019 -0.5515
H -0.7614 0.8575 -1.6258
H -0.4610 1.9782 -0.3869
H 3.5201 -1.9821 0.8456
*
```

***

Entry 3:
# C2H5B

C2H5B as an isolated structure at a distorted geometry (the ωB97M-V functional and the def2-TZVPD basis, the OMol25 dataset).

**Energy**: -103.9187 a.u.
**Orbital gap**: 9.332 eV
**HOMO level**: -9.3 eV
**Lowest unoccupied orbital energy**: 0.069 eV
**Largest force on an atom**: 5.3 eV/A
**ΔE to the lowest compared entry with this formula, charge and spin**: 46.23 kcal per mole

Geometry as ORCA input:
```
! wB97M-V def2-TZVPD RIJCOSX def2/J DEFGRID3
* xyz 0 1
C -0.5079 -0.5718 -0.0363
C -0.1269 0.8924 -0.0365
B 0.9762 -0.1358 -0.1443
H -1.0444 -0.9151 0.8801
H -0.4784 1.3197 0.9009
H 2.2625 -0.8330 0.2945
H -0.3594 1.4130 -0.9007
H -0.7217 -1.1693 -0.9577
*
```

***

Entry 4:
# C2H5B

A single C2H5B molecule at a distorted geometry (the ωB97M-V functional and the def2-TZVPD basis, the OMol25 dataset).

**Energy**: -103.9565 a.u.
**Structure (SMILES)**: B1CC1
**Orbital gap**: 10.344 eV
**HOMO level**: -9.7 eV
**Lowest unoccupied orbital energy**: 0.666 eV
**Largest force on an atom**: 2.9 eV/A
**ΔE to the lowest compared entry with this formula, charge and spin**: 22.52 kcal per mole

Geometry as ORCA input:
```
! wB97M-V def2-TZVPD RIJCOSX def2/J DEFGRID3
* xyz 0 1
C -0.7390 0.4246 -0.0262
C 0.2144 -0.7754 0.0149
B 0.7803 0.6269 -0.0933
H -1.4568 0.8369 -0.7801
H 0.3518 -1.3781 -0.8050
H 0.0121 -1.3635 0.9530
H 1.9751 1.0444 -0.1788
H -1.1379 0.5842 0.9155
*
```

***

Entry 5:
# C2H5BInNOPS

C2H5BInNOPS as an isolated structure at a distorted geometry (the ωB97M-V functional and the def2-TZVPD basis, the OMol25 dataset).

**Energy**: -1162.4765 a.u.
**Orbital gap**: 6.015 eV
**HOMO level**: -22.0 eV
**Lowest unoccupied orbital energy**: -16.026 eV
**Largest force on an atom**: 2.8 eV/A

Geometry as ORCA input:
```
! wB97M-V def2-TZVPD RIJCOSX def2/J DEFGRID3
* xyz 3 1
In 3.4971 -0.1238 -2.3758
S -3.8528 -0.4262 -0.6944
P 0.9548 0.2242 0.5853
O 1.5523 0.9562 -0.7077
N -1.9870 0.5254 1.1164
C 0.7162 -1.4650 0.1110
C -2.8620 0.1010 0.2970
B -0.9062 1.2798 1.0037
H -0.3155 -1.5559 -0.2582
H -0.7576 2.4497 1.1586
H 1.7147 1.9094 -0.5212
H 1.3962 -1.7500 -0.6906
H 0.8497 -2.1249 0.9760
*
```

***

Entry 6:
# C2H5BO

A single C2H5BO molecule at a distorted geometry (the ωB97M-V functional and the def2-TZVPD basis, the OMol25 dataset).

**Energy**: -179.1845 a.u.
**Orbital gap**: 9.309 eV
**HOMO level**: -8.6 eV
**Lowest unoccupied orbital energy**: 0.684 eV
**Largest force on an atom**: 2.5 eV/A
**ΔE to the lowest compared entry with this formula, charge and spin**: 94.09 kcal per mole

Geometry as ORCA input:
```
! wB97M-V def2-TZVPD RIJCOSX def2/J DEFGRID3
* xyz 0 1
O 0.7220 0.5565 0.0559
C -0.4166 1.1313 0.0128
C -1.5319 0.0920 0.0024
B 1.7995 -0.1949 0.0267
H -1.9692 0.1481 -1.0468
H -0.9856 -0.9009 0.1346
H 2.2847 -0.5873 -1.0134
H 2.4081 -0.5392 1.0112
H -2.3110 0.2945 0.8165
*
```

***

Entry 7:
# C2H5BO

A single C2H5BO molecule at a distorted geometry (the ωB97M-V functional and the def2-TZVPD basis, the OMol25 dataset).

**Energy**: -179.2113 a.u.
**Orbital gap**: 10.153 eV
**HOMO level**: -10.3 eV
**Lowest unoccupied orbital energy**: -0.168 eV
**Largest force on an atom**: 5.0 eV/A
**ΔE to the lowest compared entry with this formula, charge and spin**: 77.23 kcal per mole

Geometry as ORCA input:
```
! wB97M-V def2-TZVPD RIJCOSX def2/J DEFGRID3
* xyz 0 1
O 1.0411 -0.0913 -1.1147
C -1.0945 0.6793 -0.1346
C 0.0064 -0.2530 -0.3004
B 1.2682 -0.8634 0.3176
H -1.6023 0.2746 0.7573
H 1.2107 -1.9877 0.2289
H -0.7008 1.6058 0.0621
H -1.8641 0.8035 -0.9179
H 1.7354 -0.1677 1.1017
*
```

***

Entry 8:
# C2H5BO

A single C2H5BO molecule at a distorted geometry (the ωB97M-V functional and the def2-TZVPD basis, the OMol25 dataset).

**Energy**: -179.1806 a.u.
**Orbital gap**: 9.047 eV
**HOMO level**: -8.3 eV
**Lowest unoccupied orbital energy**: 0.745 eV
**Largest force on an atom**: 2.0 eV/A
**ΔE to the lowest compared entry with this formula, charge and spin**: 96.48 kcal per mole

Geometry as ORCA input:
```
! wB97M-V def2-TZVPD RIJCOSX def2/J DEFGRID3
* xyz 0 1
O -0.4332 -0.5924 -0.5137
C 0.4698 0.1646 -0.9477
C 1.1779 0.9699 0.1599
B -1.5368 -1.2057 -0.0945
H 1.9265 1.6862 -0.2011
H -1.3820 -2.3401 0.2248
H 0.5192 1.5241 0.9360
H 1.6591 0.1717 0.6746
H -2.4006 -0.3782 -0.2384
*
```

***

Entry 9:
# C2H5BO2

A single C2H5BO2 molecule at a distorted geometry (the ωB97M-V functional and the def2-TZVPD basis, the OMol25 dataset).

**Energy**: -254.5795 a.u.
**Structure (SMILES)**: B1OCCO1
**Orbital gap**: 10.812 eV
**HOMO level**: -10.0 eV
**Lowest unoccupied orbital energy**: 0.813 eV
**Largest force on an atom**: 5.2 eV/A
**ΔE to the lowest compared entry with this formula, charge and spin**: 21.85 kcal per mole

Geometry as ORCA input:
```
! wB97M-V def2-TZVPD RIJCOSX def2/J DEFGRID3
* xyz 0 1
O -0.3892 -0.9694 -0.8604
O -0.6082 0.0313 1.2832
C 0.4381 0.1794 -0.8516
C 0.3757 0.7438 0.5885
B -1.0189 -1.1595 0.2792
H 0.0449 0.8775 -1.5965
H 1.3321 0.6092 1.1103
H 0.1186 1.8082 0.5860
H -1.7434 -1.9977 0.5935
H 1.4504 -0.1226 -1.1322
*
```

***

Entry 10:
# C2H5BaO3

C2H5BaO3 as an isolated structure at a distorted geometry (the ωB97M-V functional and the def2-TZVPD basis, the OMol25 dataset).

**Energy**: -329.6089 a.u.
**Orbital gap (alpha / beta)**: 10.117 / 8.384 eV
**HOMO level (alpha / beta)**: -19.3 / -19.2 eV
**Lowest unoccupied orbital energy (alpha / beta)**: -9.223 / -10.809 eV
**Largest force on an atom**: 2.0 eV/A
**ΔE to the lowest compared entry with this formula, charge and spin**: 2.85 kcal per mole

Geometry as ORCA input:
```
! wB97M-V def2-TZVPD RIJCOSX def2/J DEFGRID3
* xyz 2 2
Ba -1.0959 2.2315 -1.4033
O -1.5998 0.2728 -0.0247
O -2.5074 -0.6900 -0.3663
O -2.6495 2.6697 -3.4705
C -3.6917 -0.3614 -0.5923
C -3.8917 2.3868 -3.8758
H -4.3678 1.4818 -3.3351
H -3.8460 2.2190 -4.9854
H -4.5400 3.2858 -3.8102
H -4.0156 0.6319 -0.2634
H -4.3031 -1.1733 -0.9954
*
```

***

Entry 11:
# C2H5Br2N2

C2H5Br2N2 as an isolated structure at a distorted geometry (the ωB97M-V functional and the def2-TZVPD basis, the OMol25 dataset).

**Energy**: -5336.3889 a.u.
**Orbital gap**: 8.243 eV
**HOMO level**: -13.0 eV
**Lowest unoccupied orbital energy**: -4.763 eV
**Largest force on an atom**: 6.2 eV/A
**ΔE to the lowest compared entry with this formula, charge and spin**: 54.18 kcal per mole

Geometry as ORCA input:
```
! wB97M-V def2-TZVPD RIJCOSX def2/J DEFGRID3
* xyz 1 1
Br -1.9332 -2.7136 0.6673
Br -1.6406 -2.9927 -2.4024
N 0.7854 0.7853 -0.7644
N 0.5600 1.3369 1.3763
C -1.0036 -2.1317 -0.8956
C 0.3131 0.5611 0.3688
H -0.1984 -0.3329 0.6259
H 0.6167 0.2189 -1.6259
H 1.0984 1.8359 -0.8691
H 0.3184 1.1932 2.2800
H 1.0838 2.2394 1.2391
*
```

***

Entry 12:
# C2H5Br5Si2

C2H5Br5Si2 as an isolated structure at a distorted geometry (the ωB97M-V functional and the def2-TZVPD basis, the OMol25 dataset).

**Energy**: -13528.2854 a.u.
**Orbital gap**: 8.351 eV
**HOMO level**: -8.8 eV
**Lowest unoccupied orbital energy**: -0.437 eV
**Largest force on an atom**: 3.1 eV/A
**ΔE to the lowest compared entry with this formula, charge and spin**: 129.61 kcal per mole

Geometry as ORCA input:
```
! wB97M-V def2-TZVPD RIJCOSX def2/J DEFGRID3
* xyz 0 1
Br -0.9561 2.4068 3.7480
Br -2.3261 1.9141 -0.0581
Br -0.5771 5.2895 1.7893
Br 2.4072 3.6325 2.9587
Br 0.0334 1.3833 -2.3163
Si -0.7441 -0.7117 0.1326
Si 0.3078 3.2919 2.1702
C 1.0150 -0.6264 0.2196
C -1.4089 0.5781 -1.0933
H -1.9007 0.0791 -1.8943
H 1.7275 -1.4482 0.4207
H 1.4106 0.3070 -0.3789
H -2.0753 -1.2163 0.7950
H 0.5730 2.4572 1.1205
*
```